# C23H42MgO4SbTe

C23H42MgO4SbTe as an isolated structure (ωB97M-V/def2-TZVPD, the Open Molecules 2025 dataset).

Results
orbital gap = 6.4 eV
HOMO = -9.17 eV
total charge = +1
relative energy (zero: lowest compared OMol25 entry of this formula, charge and spin) = 66.58 kJ/mol
max |F| = 2.49 eV/Å
calculated total energy = -1910.63435 Ha
lowest unoccupied orbital energy = -2.78 eV

Structure (XYZ):
```
72
C23H42MgO4SbTe, DFT ωB97M-V/def2-TZVPD
Te -1.056 -0.311 0.327
Sb -0.467 3.764 1.178
Mg 1.598 -1.300 -0.441
O 2.884 -1.637 1.114
O 2.662 0.685 -0.402
O 2.335 -1.127 -2.497
O 1.691 -3.358 -0.850
C -1.893 -2.460 -2.074
C 2.453 -3.580 -2.042
C -2.607 3.772 1.478
C 3.368 0.883 -1.627
C 3.963 -0.703 1.117
C -2.477 -2.038 0.311
C 0.195 5.874 1.532
C 1.654 6.080 1.197
C -0.464 3.909 -1.033
C 2.109 -3.863 0.449
C -3.005 -1.351 2.698
C 3.494 0.705 0.814
C -2.660 -2.818 -0.861
C 3.595 -0.397 -2.446
C -3.225 -2.237 1.508
C -3.254 5.026 2.046
C -4.882 -5.582 0.534
C -4.091 -4.250 0.427
C 3.243 -3.053 1.068
C -3.422 -3.971 -0.758
C 2.251 -2.435 -3.083
C -4.046 -3.364 1.515
C -1.158 5.140 -1.619
H 2.113 -4.499 -2.519
H -1.002 2.993 -1.298
H 2.370 5.547 1.860
H 4.311 -1.114 -1.994
H -2.974 5.944 1.457
H 4.507 -0.760 2.078
H 3.417 -3.380 2.113
H 3.493 -3.713 -1.733
H -5.635 -5.552 1.324
H 0.570 3.781 -1.396
H 1.935 7.113 1.259
H -3.014 3.501 0.497
H 2.763 1.609 -2.212
H 2.861 1.039 1.604
H 4.204 -3.178 0.510
H -2.839 2.969 2.179
H -0.694 6.069 -1.264
H 4.372 1.262 -1.456
H -0.031 6.060 2.560
H 4.322 1.365 0.704
H -2.830 5.181 3.044
H -3.468 -1.808 3.584
H -4.319 5.013 2.057
H 2.433 -4.924 0.335
H -4.173 -6.375 0.811
H -0.445 6.519 0.941
H -2.036 -1.373 -2.330
H -0.838 -2.526 -1.852
H 1.168 -3.795 1.053
H -2.223 5.153 -1.384
H -5.376 -5.754 -0.409
H 4.717 -1.045 0.368
H -2.175 -3.122 -2.861
H -0.984 5.122 -2.684
H 3.010 -2.540 -3.879
H -4.585 -3.602 2.411
H 1.263 -2.544 -3.511
H 1.875 5.755 0.163
H 4.002 -0.172 -3.452
H -3.497 -4.614 -1.620
H -1.910 -1.241 2.856
H -3.446 -0.366 2.509
```

Atomic partial charges in e from the Löwdin method, atoms 1 to 4: 0.79 1.29 0.52 -0.21